50
Properties=species:S:1:pos:R:3 method="wB97M-V/def2-TZVPD" e_tot_ha=-2005.36942 spin_multiplicity=1 gap_ha=0.279 homo_energy_ev=-5.28 e_above_lowest_kj_mol=0.0 charge=-1
O -0.586 2.611 -0.569
C -0.676 1.591 -1.113
N -1.091 0.513 -1.476
C -0.128 -0.601 -1.042
O 0.170 -1.349 -2.190
B 0.055 -2.802 -1.897
O 1.438 -3.298 -1.568
O -0.876 -2.813 -0.763
C -0.702 -1.675 0.045
C -2.125 -1.218 0.515
C -2.112 0.003 1.508
C -3.299 1.010 1.346
S -4.898 0.236 0.862
C 0.458 -1.745 1.091
C 0.576 -3.138 1.814
C 1.448 -2.952 3.115
C 2.784 -2.144 2.901
S 2.697 -0.370 3.352
O 3.888 0.102 4.033
O 2.488 0.443 2.160
O 1.362 -0.122 4.286
H 0.795 -0.039 -0.750
H -0.260 -3.416 -2.889
H 2.024 -2.596 -1.886
H -2.753 -1.017 -0.383
H -2.606 -2.097 1.024
H -1.142 0.542 1.338
H -2.042 -0.414 2.546
H -3.037 1.769 0.573
H -3.425 1.549 2.319
H -5.553 1.279 0.249
H 1.430 -1.588 0.561
H 0.321 -0.973 1.883
H -0.447 -3.517 2.073
H 1.040 -3.850 1.088
H 0.784 -2.532 3.901
H 1.752 -3.982 3.438
H 3.234 -2.290 1.889
H 3.529 -2.580 3.617
H 1.176 0.838 4.293
N 0.677 3.788 -5.137
C 0.617 5.134 -4.893
C 0.291 5.309 -3.572
C 0.154 4.018 -2.994
C 0.401 3.102 -3.984
H 0.891 3.369 -6.024
H 0.809 5.848 -5.679
H 0.165 6.258 -3.075
H -0.097 3.783 -1.966
H 0.403 2.023 -3.968